# 1
Computed, not measured: C25H21CaCl2N8O2 as an isolated structure in a non-equilibrium geometry, with ωB97M-V with the def2-TZVPD basis set.

The calculation puts the max |F| at 2.0 eV Å⁻¹. As for the charge: +1. For the HOMO-LUMO gap, the calculation gives 0.256 Eh. For the energy above the lowest of the compared OMol25 structures with the same formula, charge and spin, the calculation gives 22.1 kcal per mole.

Last column: natural (NBO) charge in e.
Positions of all 59 atoms, in Å:
Ca (0.281, 0.418, 0.321)  1.74
N (4.432, -0.478, -1.016)  -0.32
C (3.181, -0.340, -1.473)  0.22
N (2.361, -0.255, -0.452)  -0.59
C (3.183, -0.349, 0.638)  0.26
N (4.452, -0.480, 0.320)  -0.23
C (2.687, -0.322, 2.016)  0.10
C (3.547, -0.228, 3.110)  0.04
N (3.078, -0.174, 4.348)  -0.34
C (1.761, -0.230, 4.514)  0.01
C (0.894, -0.335, 3.433)  0.03
N (1.362, -0.376, 2.189)  -0.50
H (5.294, -0.567, -1.528)  0.44
H (2.898, -0.320, -2.514)  0.24
H (4.620, -0.191, 2.972)  0.23
H (1.396, -0.178, 5.532)  0.22
H (-0.182, -0.380, 3.543)  0.24
Cl (-3.542, -1.399, -4.511)  0.01
C (-2.017, -1.955, -3.905)  0.03
C (-1.040, -2.343, -4.798)  -0.23
C (0.185, -2.794, -4.330)  -0.23
C (0.432, -2.804, -2.970)  -0.23
C (-0.541, -2.382, -2.080)  -0.08
Cl (-0.107, -2.288, -0.396)  -0.01
C (-1.828, -1.998, -2.508)  0.10
N (-2.844, -1.587, -1.678)  -0.63
C (-3.212, -2.118, -0.427)  0.23
C (-3.200, -3.494, -0.213)  -0.24
C (-3.560, -4.013, 1.017)  -0.20
C (-3.953, -3.163, 2.039)  -0.22
C (-3.979, -1.794, 1.824)  -0.18
C (-3.616, -1.250, 0.598)  -0.07
C (-3.555, 0.260, 0.412)  -0.51
C (-2.076, 0.634, 0.400)  0.78
O (-1.439, 0.631, 1.491)  -0.81
O (-1.491, 0.829, -0.704)  -0.82
H (-1.248, -2.309, -5.859)  0.24
H (0.941, -3.133, -5.023)  0.23
H (1.390, -3.136, -2.589)  0.23
H (-3.493, -0.944, -2.100)  0.41
H (-2.907, -4.151, -1.023)  0.22
H (-3.549, -5.084, 1.174)  0.22
H (-4.249, -3.564, 2.999)  0.22
H (-4.278, -1.131, 2.626)  0.22
H (-4.048, 0.756, 1.244)  0.24
H (-4.010, 0.578, -0.524)  0.23
N (2.221, 6.590, 0.195)  -0.76
C (1.857, 5.293, 0.258)  0.24
C (0.765, 4.797, -0.473)  -0.30
C (0.433, 3.468, -0.372)  0.06
N (1.097, 2.584, 0.391)  -0.62
C (2.133, 3.064, 1.094)  0.06
C (2.548, 4.372, 1.064)  -0.31
H (1.712, 7.242, -0.373)  0.41
H (3.002, 6.935, 0.722)  0.40
H (0.189, 5.456, -1.109)  0.23
H (-0.418, 3.077, -0.919)  0.22
H (2.657, 2.357, 1.728)  0.19
H (3.395, 4.692, 1.657)  0.23

***

# 2
Computed, not measured: C25H21Cl44N2O as an isolated structure in a non-equilibrium geometry, with ωB97M-V with the def2-TZVPD basis set.

The calculation puts the max |F| at 8.3 eV Å⁻¹. As for the charge: +1. For the HOMO-LUMO gap, the calculation gives 0.303 Eh. For the energy above the lowest of the compared OMol25 structures with the same formula, charge and spin, the calculation gives 0.0 kcal per mole.

Last column: Löwdin charge in e.
Positions of all 93 atoms, in Å:
C (1.542, -2.346, 4.951)  -0.09
C (0.954, -1.866, 3.494)  -0.21
C (-0.650, -1.713, 3.476)  -0.32
C (-1.445, -3.129, 3.715)  -0.05
C (-1.252, -0.935, 2.207)  -0.02
C (-2.410, 0.123, 2.512)  0.06
C (-3.103, 0.930, 1.362)  0.03
N (-2.662, 0.732, -0.017)  -0.15
N (-3.276, 1.456, -1.053)  0.12
C (-3.069, 2.763, -0.828)  -0.15
O (-2.857, 3.977, -0.964)  0.13
C (-1.600, -0.227, -0.383)  0.10
C (-0.851, -1.133, 0.696)  -0.02
C (0.264, -2.205, 0.265)  -0.16
C (0.579, -2.266, -1.315)  -0.37
C (1.711, -3.435, -1.510)  -0.11
C (1.273, -0.907, -1.899)  -0.14
H (2.170, -1.499, 5.402)  0.08
H (2.269, -3.233, 4.759)  0.08
H (0.712, -2.738, 5.651)  0.06
H (1.484, -0.935, 3.084)  0.12
H (1.204, -2.748, 2.774)  0.04
H (-0.925, -1.067, 4.409)  0.13
H (-2.572, -2.860, 3.667)  0.09
H (-1.244, -3.410, 4.823)  0.07
H (-1.132, -3.946, 2.974)  0.09
H (-2.739, 0.253, 3.612)  0.04
H (-3.960, 1.653, 1.681)  0.09
H (-1.371, -0.305, -1.519)  0.14
H (-0.014, -3.242, 0.698)  0.11
H (1.259, -1.898, 0.785)  0.13
H (-0.354, -2.587, -1.930)  0.14
H (1.937, -3.617, -2.638)  0.10
H (2.698, -3.015, -1.071)  0.09
H (1.466, -4.398, -0.938)  0.03
H (0.584, -0.531, -2.763)  0.04
H (2.293, -1.122, -2.407)  0.07
H (1.340, -0.070, -1.112)  0.03
C (2.140, 3.514, 0.248)  -2.00
Cl (2.231, 4.054, 1.938)  0.51
Cl (0.741, 2.432, 0.048)  0.51
Cl (1.953, 4.925, -0.814)  0.49
Cl (3.632, 2.644, -0.178)  0.53
C (1.710, 1.368, -5.030)  -1.96
Cl (2.484, 2.418, -6.236)  0.53
Cl (-0.056, 1.507, -5.169)  0.48
Cl (2.198, -0.321, -5.310)  0.51
Cl (2.209, 1.872, -3.399)  0.52
C (5.290, 7.655, -0.917)  -2.01
Cl (6.709, 7.118, -1.844)  0.53
Cl (5.780, 8.912, 0.240)  0.52
Cl (4.071, 8.315, -2.029)  0.52
Cl (4.601, 6.273, -0.036)  0.47
C (4.816, -0.511, -8.234)  -2.01
Cl (6.223, -1.066, -9.167)  0.53
Cl (5.327, 0.740, -7.080)  0.50
Cl (3.599, 0.163, -9.341)  0.52
Cl (4.115, -1.885, -7.348)  0.48
C (0.095, 7.297, 2.880)  -2.02
Cl (1.839, 7.486, 2.592)  0.50
Cl (-0.655, 8.898, 3.049)  0.53
Cl (-0.643, 6.438, 1.508)  0.49
Cl (-0.161, 6.362, 4.371)  0.51
C (-2.029, 4.787, -5.789)  -1.99
Cl (-3.430, 5.635, -6.478)  0.51
Cl (-2.380, 4.309, -4.111)  0.49
Cl (-1.680, 3.330, -6.742)  0.48
Cl (-0.614, 5.862, -5.815)  0.53
C (3.189, -6.381, 1.226)  -1.98
Cl (2.481, -7.134, -0.221)  0.47
Cl (3.253, -7.573, 2.542)  0.54
Cl (4.832, -5.816, 0.856)  0.54
Cl (2.185, -4.999, 1.726)  0.53
C (-5.144, 1.594, 5.622)  -1.99
Cl (-4.961, 3.252, 6.233)  0.55
Cl (-6.594, 0.857, 6.335)  0.55
Cl (-5.306, 1.628, 3.850)  0.55
Cl (-3.712, 0.637, 6.066)  0.51
C (-2.887, -2.531, 8.607)  -2.02
Cl (-1.697, -1.783, 7.517)  0.48
Cl (-4.182, -3.279, 7.645)  0.51
Cl (-2.087, -3.773, 9.594)  0.54
Cl (-3.581, -1.286, 9.668)  0.53
C (1.516, -10.312, -3.209)  -2.01
Cl (2.871, -10.861, -4.221)  0.53
Cl (2.103, -9.115, -2.032)  0.45
Cl (0.270, -9.571, -4.238)  0.52
Cl (0.822, -11.701, -2.344)  0.52
C (-6.347, 3.823, -4.337)  -2.00
Cl (-8.023, 3.385, -3.943)  0.53
Cl (-5.926, 3.177, -5.938)  0.52
Cl (-6.184, 5.592, -4.348)  0.52
Cl (-5.252, 3.135, -3.114)  0.50

***

# 3
Computed, not measured: C25H21ClNOPSYb as an isolated structure in a non-equilibrium geometry, with ωB97M-V with the def2-TZVPD basis set.

The calculation puts the max |F| at 2.7 eV Å⁻¹. Its spin multiplicity is 2. As for the charge: +3. For the HOMO-LUMO gap (spin up / spin down), the calculation gives 0.264 / 0.133 Eh. As for the expectation value of S²: 0.767. For the energy above the lowest of the compared OMol25 structures with the same formula, charge and spin, the calculation gives 0.0 kcal per mole.

Last column: natural (NBO) charge in e.
Positions of all 52 atoms, in Å:
Yb (-1.037, 0.776, -1.560)  1.42
Cl (-2.820, -0.288, 0.028)  0.01
C (-2.701, -1.948, 0.807)  0.08
C (-3.857, -2.746, 0.745)  -0.22
C (-3.751, -4.051, 1.103)  -0.13
C (-2.521, -4.569, 1.544)  -0.16
C (-1.391, -3.749, 1.714)  -0.16
C (-1.519, -2.378, 1.366)  -0.48
P (-0.305, -1.098, 1.462)  1.19
C (1.033, -1.744, 2.484)  -0.31
C (2.124, -2.453, 1.983)  -0.19
C (3.128, -2.911, 2.851)  -0.16
C (3.127, -2.559, 4.166)  -0.05
C (2.032, -1.862, 4.680)  -0.20
C (1.021, -1.396, 3.883)  -0.14
C (0.314, -1.111, -0.230)  -0.45
C (-0.243, -1.920, -1.253)  -0.20
C (0.038, -1.599, -2.590)  -0.24
C (1.063, -0.708, -2.900)  -0.20
C (1.756, -0.018, -1.910)  -0.20
C (1.332, -0.169, -0.554)  -0.22
H (-4.775, -2.270, 0.513)  0.26
H (-4.605, -4.711, 0.939)  0.27
H (-2.364, -5.680, 1.597)  0.27
H (-0.411, -4.202, 1.999)  0.26
H (2.156, -2.642, 0.916)  0.23
H (3.907, -3.583, 2.482)  0.26
H (3.923, -2.914, 4.811)  0.27
H (2.009, -1.623, 5.755)  0.27
H (0.216, -0.784, 4.287)  0.25
H (-0.998, -2.722, -1.059)  0.28
H (-0.437, -2.127, -3.411)  0.28
H (1.430, -0.601, -3.938)  0.28
H (2.433, 0.832, -2.196)  0.28
H (1.848, 0.356, 0.214)  0.26
S (1.382, 3.953, 0.831)  0.60
C (0.139, 2.836, 0.535)  -0.16
N (-0.496, 2.914, -0.672)  -0.61
C (0.039, 3.970, -1.373)  0.07
C (-0.459, 4.613, -2.549)  -0.21
C (-0.012, 5.866, -2.912)  -0.17
C (1.059, 6.451, -2.258)  -0.15
C (1.602, 5.877, -1.111)  -0.19
C (1.072, 4.672, -0.688)  -0.24
H (-0.129, 2.112, 1.280)  0.23
H (-1.320, 4.191, -3.112)  0.21
H (-0.487, 6.423, -3.724)  0.26
H (1.459, 7.325, -2.703)  0.25
H (2.349, 6.413, -0.480)  0.26
O (-2.183, 1.072, -3.642)  -0.98
H (-2.226, 1.918, -4.122)  0.53
H (-2.947, 0.567, -4.026)  0.54

***

# 4
Computed, not measured: C25H21F5N6SZn as an isolated structure in a non-equilibrium geometry, with ωB97M-V with the def2-TZVPD basis set.

The calculation puts the max |F| at 1.3 eV Å⁻¹. As for the charge: 0. For the HOMO-LUMO gap, the calculation gives 0.268 Eh. For the energy above the lowest of the compared OMol25 structures with the same formula, charge and spin, the calculation gives 27.1 kcal per mole.

Last column: natural (NBO) charge in e.
Positions of all 59 atoms, in Å:
Zn (-0.140, 0.092, 1.198)  1.54
C (0.869, -4.948, 4.528)  -0.62
C (0.688, -3.438, 4.525)  -0.21
N (1.490, -2.860, 3.443)  -0.58
C (1.400, -1.615, 2.943)  0.32
S (0.299, -0.423, 3.603)  -0.44
N (2.291, -1.376, 1.942)  -0.46
N (1.868, -0.300, 1.243)  -0.37
C (2.671, 0.436, 0.598)  0.17
C (4.138, 0.179, 0.583)  -0.67
C (1.981, 1.602, -0.047)  0.21
C (2.665, 2.606, -0.707)  -0.26
C (1.964, 3.676, -1.247)  -0.13
C (0.587, 3.730, -1.130)  -0.26
C (-0.035, 2.699, -0.461)  0.08
N (0.638, 1.670, 0.073)  -0.59
H (0.229, -5.399, 5.290)  0.22
H (1.908, -5.232, 4.750)  0.21
H (0.593, -5.375, 3.555)  0.21
H (0.985, -3.011, 5.480)  0.20
H (-0.350, -3.173, 4.373)  0.21
H (2.120, -3.471, 2.943)  0.40
H (4.319, -0.857, 0.288)  0.25
H (4.547, 0.291, 1.592)  0.25
H (4.681, 0.841, -0.095)  0.21
H (3.743, 2.554, -0.799)  0.23
H (2.500, 4.468, -1.759)  0.23
H (0.004, 4.547, -1.543)  0.24
H (-1.117, 2.672, -0.357)  0.22
N (-2.238, -0.536, -1.763)  -0.81
C (-2.193, 0.221, -2.918)  0.19
C (-3.289, 0.513, -3.698)  -0.29
C (-3.169, 1.333, -4.850)  -0.17
C (-1.975, 1.885, -5.215)  -0.25
C (-0.828, 1.620, -4.418)  -0.09
C (0.450, 2.161, -4.699)  -0.13
C (1.509, 1.860, -3.898)  -0.28
C (1.305, 1.003, -2.789)  0.05
N (0.140, 0.490, -2.482)  -0.46
C (-0.927, 0.789, -3.287)  0.17
H (-1.349, -0.833, -1.401)  0.41
H (-3.001, -1.169, -1.632)  0.39
H (-4.258, 0.097, -3.426)  0.21
H (-4.054, 1.527, -5.448)  0.22
H (-1.886, 2.514, -6.099)  0.21
H (0.567, 2.819, -5.555)  0.21
H (2.498, 2.264, -4.092)  0.22
H (2.145, 0.734, -2.147)  0.19
F (-3.133, 0.396, 1.881)  -0.34
C (-2.835, -0.897, 1.579)  0.37
C (-1.613, -1.218, 1.054)  -0.68
C (-1.399, -2.542, 0.800)  0.29
F (-0.223, -2.971, 0.280)  -0.33
C (-2.337, -3.516, 1.052)  0.25
F (-2.089, -4.803, 0.803)  -0.29
C (-3.551, -3.146, 1.579)  0.27
F (-4.476, -4.065, 1.829)  -0.29
C (-3.809, -1.821, 1.845)  0.24
F (-4.991, -1.473, 2.357)  -0.29

***

> Which formula does entry 1 have?

C25H21CaCl2N8O2

***

> Among the records above, which one has the lowest charge?

C25H21F5N6SZn